[1]
This record from OMol25 describes a molecular structure, C3H5NO2 in a non-equilibrium geometry. The level of theory is ωB97M-V with the def2-TZVPD basis set.

- Relative energy (zero: lowest compared OMol25 entry of this formula, charge and spin): 165.6 kJ/mol
- Frontier orbital gap: 11.0 eV
- Multiplicity: 1

```
11
Properties=species:S:1:pos:R:3:lowdin_charge:R:1
H -2.027 0.629 -1.079 0.09
O 2.560 0.023 -0.274 0.08
H 2.324 -0.030 -1.211 0.12
C 1.446 0.003 0.470 -0.43
H -2.299 0.542 0.660 0.09
C -0.413 -0.138 0.030 -0.40
O 0.461 1.002 0.167 0.02
H -2.308 -0.957 -0.306 0.09
H 1.716 -0.002 1.527 0.16
N 0.397 -1.096 0.205 0.18
C -1.856 0.024 -0.190 0.00
```



[2]
This record from OMol25 describes 2 unconnected molecules or ions with the total composition C3H11NOS2 in a non-equilibrium geometry. The level of theory is ωB97M-V with the def2-TZVPD basis set.

- Relative energy (zero: lowest compared OMol25 entry of this formula, charge and spin): 117.0 kJ/mol
- Frontier orbital gap (alpha / beta): 8.7 / 4.2 eV
- Charge: +1
- Multiplicity: 2

```
18
Properties=species:S:1:pos:R:3:lowdin_charge:R:1
H -0.594 -0.730 0.570 0.13
H -1.549 1.450 1.452 0.07
S 2.791 -0.294 -0.849 0.73
H -0.118 0.494 -0.638 0.12
C 1.445 -1.034 0.022 -0.49
S 2.619 -1.004 -2.733 0.57
H -2.652 -1.339 -1.658 0.03
H 1.383 -0.559 -3.028 -0.11
O -2.959 -0.641 -2.251 -0.06
C 0.213 -0.092 0.218 -0.27
H -3.095 0.052 -1.593 0.03
H -0.368 2.361 2.382 0.09
N 0.486 0.815 1.322 -0.13
H 1.731 -1.195 1.061 0.10
C -0.657 1.369 2.055 -0.09
H 1.062 1.595 1.024 0.11
H 1.171 -2.033 -0.294 0.09
H -0.908 0.786 2.938 0.09
```



[3]
This record from OMol25 describes 3 unconnected molecules or ions with the total composition C25H40Cl2N2O2S in a non-equilibrium geometry. The level of theory is ωB97M-V with the def2-TZVPD basis set.

- Frontier orbital gap: 7.0 eV
- Multiplicity: 1
- SMILES: C[C@@H](Cl)[C@@H](Cl)c1ccc2c(c1)C(=O)C(S)=CC2=O.CCN(CC)CC.CCN(CC)CC

```
72
Properties=species:S:1:pos:R:3:lowdin_charge:R:1
H 0.934 -1.642 3.525 0.06
N -3.938 1.246 2.631 -0.19
H 0.453 -1.267 -0.636 0.08
C 1.998 -1.533 3.313 -0.08
H -2.166 -1.085 -2.086 0.12
H 3.453 -3.376 -1.316 0.08
C -1.409 -0.465 -2.637 -0.02
H -6.032 1.012 2.350 0.10
H -0.456 -2.338 2.069 0.05
Cl 5.751 0.167 -4.022 0.56
H -4.052 -1.356 1.179 0.05
H 4.018 -0.030 -1.534 0.05
H 2.433 -2.525 3.176 0.07
C 2.505 1.201 -3.586 0.02
H 3.083 0.661 -4.375 0.10
C 3.086 2.206 -2.680 -0.22
H 3.306 -0.322 2.133 0.11
C -4.274 -1.260 2.241 -0.08
H 1.735 -2.997 -1.354 0.05
H 5.733 -0.532 -1.298 0.08
H 0.213 2.999 -0.687 0.12
C -0.661 -1.107 -3.578 -0.50
C 2.250 -0.616 2.115 -0.25
C 2.716 -2.606 -1.073 -0.08
H 5.152 0.914 -0.402 0.09
H -5.353 -1.150 2.362 0.07
O 0.658 -0.386 -5.508 0.11
H 2.742 3.605 -0.974 0.11
H -3.993 -2.206 2.713 0.07
H 0.297 -3.421 -3.344 -0.13
C 5.548 1.269 -2.579 -0.70
H 6.571 1.652 -2.302 0.11
O -2.112 1.808 -2.067 0.10
Cl 4.967 3.140 -4.543 0.57
H -5.334 1.287 0.198 0.07
H 2.552 -3.169 0.995 0.10
C 0.289 1.528 -2.397 -0.06
C 2.790 -2.270 0.411 -0.26
H -4.936 1.764 5.115 0.08
H -5.621 0.190 4.667 0.06
H 2.456 -1.100 4.206 0.07
C 0.839 2.527 -1.486 0.02
H -4.004 1.928 -0.754 0.05
H -3.683 2.888 1.388 0.11
C -4.247 1.286 0.092 -0.09
H 2.931 -1.731 -1.689 0.05
C -5.316 1.547 2.988 -0.27
H -2.437 -0.207 2.612 0.10
C 0.415 -0.242 -4.339 -0.33
H -6.643 1.622 4.684 0.07
H -3.499 -0.275 3.974 0.10
C -0.229 -2.452 1.010 -0.07
H 1.699 0.318 2.264 0.11
H 3.833 -2.021 0.632 0.11
H -3.922 0.279 -0.173 0.05
C -5.639 1.260 4.448 -0.09
C 5.055 0.367 -1.386 -0.14
C 2.259 2.860 -1.654 0.00
C -1.204 1.057 -2.318 -0.30
S -0.837 -2.892 -3.939 0.76
H -2.458 1.670 1.216 0.10
C 1.100 0.851 -3.441 -0.04
H 0.027 -0.334 0.754 0.11
C -3.538 1.802 1.344 -0.25
H -5.491 2.616 2.826 0.12
C 4.604 2.521 -2.855 -0.62
C 0.543 -1.253 0.455 -0.25
C -3.493 -0.117 2.891 -0.25
H 4.907 3.309 -2.108 0.11
N 1.955 -1.138 0.787 -0.19
H -1.184 -2.543 0.485 0.07
H 0.306 -3.393 0.868 0.07
```



[4]
This record from OMol25 describes a single C10H14OSSi molecule in a non-equilibrium geometry. The level of theory is ωB97M-V with the def2-TZVPD basis set.

- Frontier orbital gap (alpha / beta): 7.7 / 7.3 eV
- Multiplicity: 3

```
27
Properties=species:S:1:pos:R:3:lowdin_charge:R:1
C -3.005 -0.379 -0.965 -0.01
H 2.457 -0.421 2.445 0.01
C 0.183 -0.335 0.189 0.04
H 3.645 -1.272 -1.147 -0.01
H -4.140 -2.192 -0.691 0.08
Si 1.920 0.245 -0.011 0.53
H 2.057 -1.567 -2.032 0.08
C -1.953 0.485 -0.342 -0.38
H -1.344 1.116 -1.005 0.12
C 2.767 0.319 1.726 -0.18
H 2.704 1.300 2.266 0.04
C -1.065 -0.492 0.474 -0.26
H 1.057 2.183 -1.472 0.03
C -1.746 -1.527 1.333 -0.03
C 1.910 2.007 -0.781 -0.20
C -3.389 -1.548 -0.431 -0.06
H -3.453 -2.747 1.438 0.13
H 2.823 2.243 -1.395 0.03
H 1.983 2.657 0.138 0.03
H 3.797 0.242 1.359 0.02
C -2.843 -2.025 0.813 -0.11
H -1.296 -1.646 2.314 0.12
S -2.656 2.828 0.484 0.73
H 3.009 -0.016 -2.181 -0.01
C 2.749 -0.777 -1.462 -0.19
O -2.590 1.265 0.657 -0.64
H -3.582 0.054 -1.721 0.09
```



[5]
This record from OMol25 describes a single C21H31N5O3 molecule. The level of theory is ωB97M-V with the def2-TZVPD basis set.

- Relative energy (zero: lowest compared OMol25 entry of this formula, charge and spin): 9.8 kJ/mol
- Frontier orbital gap: 9.6 eV
- Multiplicity: 1
- SMILES: CC[C@@H]1CC[C@@](O)(C(=O)NCCN(C(=O)c2ccnc3c2ncn3C)C(C)C)C1

```
60
Properties=species:S:1:pos:R:3:lowdin_charge:R:1
C 1.274 0.883 2.407 -0.40
H -1.340 -6.590 -4.085 0.11
O -0.918 0.017 -2.438 0.07
H -0.735 -0.806 1.259 0.12
C -1.263 -2.286 -2.981 -0.43
C -1.222 4.177 3.856 -0.13
C 1.249 2.572 0.557 -0.38
H -1.240 0.427 0.094 0.12
H -0.818 -2.396 -0.430 0.14
H 0.417 -3.330 -3.780 0.11
H 3.379 1.287 4.061 0.12
N -0.797 -1.434 -0.718 0.09
N -0.383 4.619 4.837 -0.06
H -3.260 -5.011 -3.128 0.12
H 2.498 2.074 -1.159 0.08
C -1.084 -4.756 -3.019 -0.31
C -0.604 5.684 5.791 -0.01
C 2.729 2.970 5.227 -0.13
C 1.458 1.978 3.422 -0.07
C -0.252 -3.457 -2.932 -0.05
C 0.480 2.922 3.715 -0.19
H -2.182 4.645 3.698 0.13
O -1.277 -1.751 -4.290 0.01
H -0.870 2.939 0.400 0.07
H -0.146 2.306 -1.095 0.07
H 0.130 3.981 -0.622 0.08
H -1.514 6.215 5.521 0.09
C 0.733 3.818 4.764 -0.25
H 0.245 -6.419 -3.373 0.11
C 0.012 2.966 -0.240 -0.04
C -2.492 -4.288 -3.407 -0.15
N 1.114 1.216 1.105 -0.01
H 0.236 6.375 5.775 0.09
N 1.812 3.886 5.526 0.14
C 2.528 2.700 -0.266 -0.04
C -0.533 -5.872 -3.913 -0.22
H 1.081 0.458 -0.831 0.11
H 1.577 -0.699 0.415 0.13
H -3.442 -2.320 -3.029 0.13
C -0.549 -0.398 0.268 -0.13
H 1.332 3.244 1.408 0.12
C -0.967 -1.134 -2.019 -0.40
H 0.210 -6.259 -5.909 0.07
C 0.035 -5.408 -5.251 -0.10
H 0.366 -3.437 -2.033 0.12
H 3.401 2.419 0.325 0.08
H 2.654 3.733 -0.595 0.08
N -0.760 3.178 3.156 0.14
C 2.594 2.015 4.215 0.00
H -1.242 -0.786 -4.171 0.09
C -2.621 -2.950 -2.689 -0.10
O 1.270 -0.278 2.793 0.07
H -0.645 -4.725 -5.764 0.08
H -2.737 -3.118 -1.613 0.12
C 0.888 0.114 0.183 -0.13
H 0.987 -4.891 -5.128 0.07
H -2.554 -4.124 -4.486 0.12
H 3.631 2.988 5.827 0.10
H -0.706 5.281 6.798 0.09
H -1.165 -5.165 -2.005 0.14
```



[6]
This record from OMol25 describes a single C11H12B2S molecule in a non-equilibrium geometry. The level of theory is ωB97M-V with the def2-TZVPD basis set.

- Relative energy (zero: lowest compared OMol25 entry of this formula, charge and spin): 0.0 kJ/mol
- Frontier orbital gap: 8.1 eV
- Multiplicity: 1

```
26
Properties=species:S:1:pos:R:3:lowdin_charge:R:1
S -4.103 -0.400 0.213 1.04
H -0.623 -3.531 0.416 0.07
H 4.002 -0.190 1.328 0.12
C -0.903 3.419 -0.214 -0.05
C -1.525 -0.682 -0.010 -0.18
H 2.694 -2.287 0.361 0.10
H -2.816 -2.444 0.177 0.07
C -3.137 1.003 0.062 -0.37
H -0.704 3.747 -1.235 0.07
H 4.224 -0.276 -0.415 0.12
C -2.691 -1.380 0.116 -0.37
C 1.201 -0.710 0.086 -0.16
C 2.437 -1.245 0.274 -0.04
H -1.895 3.788 0.051 0.05
C -1.792 0.746 -0.038 -0.23
B -0.150 -1.432 -0.108 -0.25
C 3.471 -0.170 0.372 -0.19
H 0.785 -3.422 -0.616 0.05
C 1.382 0.735 0.069 -0.03
H 3.091 2.068 0.238 0.08
C 2.654 1.086 0.217 -0.13
B -0.783 1.877 -0.117 0.03
H -0.820 -3.205 -1.285 0.07
H -0.179 3.933 0.414 0.06
C -0.191 -2.986 -0.423 -0.03
H -3.626 1.959 0.064 0.07
```



no.,DFT total energy (a.u.)
1,-322.5113
2,-1046.9197
3,-2555.0595
4,-1152.1604
5,-1318.3930
6,-874.1468